Record 1
{"formula": "C31H56N3O12PS4", "method": "the ωB97M-V functional and the def2-TZVPD basis", "elements": ["C", "C", "C", "S", "O", "O", "C", "H", "H", "H", "H", "H", "H", "H", "H", "C", "C", "C", "S", "O", "O", "C", "H", "H", "H", "H", "H", "H", "H", "H", "C", "C", "C", "S", "O", "O", "C", "H", "H", "H", "H", "H", "H", "H", "H", "C", "C", "C", "S", "O", "O", "C", "H", "H", "H", "H", "H", "H", "H", "H", "C", "O", "P", "O", "O", "C", "O", "C", "H", "H", "H", "H", "H", "H", "H", "H", "H", "N", "C", "C", "C", "C", "H", "H", "H", "H", "H", "N", "C", "C", "C", "C", "H", "H", "H", "H", "H", "N", "C", "C", "C", "C", "H", "H", "H", "H", "H"], "xyz": [[-1.55862, 6.76880, 3.03816], [-0.99792, 5.35706, 3.08682], [-2.22645, 4.43561, 3.05192], [-3.45979, 5.25494, 4.18467], [-3.38483, 4.75665, 5.51004], [-4.72986, 5.41425, 3.51237], [-2.66268, 6.92734, 4.11856], [-1.97380, 7.00049, 2.05732], [-0.83064, 7.57957, 3.06669], [-0.49486, 5.12804, 4.02628], [-0.26397, 5.03815, 2.34676], [-2.07685, 3.41241, 3.39658], [-2.56144, 4.43217, 2.01468], [-2.09630, 7.18665, 5.01304], [-3.40664, 7.69248, 3.89675], [5.57521, -0.31784, 5.84597], [5.74354, 1.14077, 5.65894], [4.39500, 1.76354, 5.84214], [3.15366, 0.56363, 5.19377], [2.82026, 0.98345, 3.83699], [2.10478, 0.21681, 6.16280], [4.35705, -0.79788, 5.07696], [5.28472, -0.53985, 6.87281], [6.51140, -0.82475, 5.61211], [6.06128, 1.43893, 4.65982], [6.42373, 1.68757, 6.31198], [4.08920, 2.72950, 5.44027], [4.21224, 1.79196, 6.91634], [4.48954, -0.94256, 4.00476], [3.88779, -1.72313, 5.41135], [-8.72975, 2.49487, 0.25017], [-7.93659, 1.14957, 0.46453], [-6.98668, 0.87016, -0.73658], [-8.04242, 1.36563, -2.18154], [-8.73100, 0.16553, -2.69631], [-7.19553, 2.19187, -3.00094], [-9.26665, 2.46900, -1.22163], [-8.04254, 3.32424, 0.41743], [-9.49768, 2.61044, 1.01505], [-8.64147, 0.33799, 0.64501], [-7.39650, 1.13575, 1.41122], [-6.56337, -0.10304, -0.98514], [-6.22173, 1.64665, -0.74039], [-10.17879, 1.88074, -1.12135], [-9.47580, 3.43052, -1.69051], [6.26382, 1.48370, -3.41310], [7.66494, 1.54804, -2.89929], [8.15165, 0.12985, -2.58696], [6.60707, -0.61018, -1.70567], [6.66761, -0.07927, -0.32524], [6.61818, -2.04448, -1.95515], [5.37351, 0.43553, -2.67837], [6.17787, 1.21005, -4.46469], [5.70942, 2.42146, -3.37647], [7.71493, 2.19410, -2.02282], [8.34330, 2.00009, -3.62289], [9.11432, -0.00204, -2.09303], [8.20591, -0.40388, -3.53581], [4.70634, 0.83090, -1.91242], [4.72058, -0.16549, -3.31126], [0.78005, -6.43807, 2.79564], [2.05518, -7.09538, 2.56612], [2.26283, -8.19865, 1.40583], [1.61174, -7.85388, 0.11736], [3.85808, -8.47758, 1.35513], [4.81724, -7.49613, 1.63043], [1.64424, -9.54276, 2.11580], [1.50698, -10.79280, 1.50418], [0.52797, -6.46617, 3.85572], [0.00414, -6.99426, 2.26963], [0.94376, -5.38438, 2.56971], [5.20750, -7.10866, 0.68933], [5.51937, -7.99420, 2.29904], [4.42418, -6.72677, 2.29503], [2.03817, -10.86445, 0.55507], [0.44015, -10.96329, 1.35966], [1.87861, -11.47481, 2.26894], [-1.53293, -1.81654, -2.59304], [-0.66294, -2.27809, -1.60978], [-0.06613, -1.17736, -0.98393], [-0.62365, 0.00695, -1.59632], [-1.49815, -0.42440, -2.63586], [-2.20449, -2.38653, -3.08724], [-0.46017, -3.30335, -1.33752], [0.73139, -1.16388, -0.25579], [-0.38558, 1.00885, -1.27086], [-2.21888, 0.19874, -3.14442], [-1.99565, 6.64233, -4.25102], [-1.48474, 7.78661, -3.78824], [-0.35162, 7.43920, -3.06221], [-0.13634, 6.08164, -3.13622], [-1.19713, 5.61036, -3.91456], [-2.84984, 6.52720, -4.77751], [-2.02325, 8.69498, -4.01466], [0.27192, 8.11041, -2.49029], [0.66800, 5.46488, -2.76332], [-1.43133, 4.59691, -4.20518], [-2.72984, -4.41274, -6.93825], [-3.00413, -5.24296, -5.88484], [-4.13406, -4.82218, -5.19215], [-4.43316, -3.64107, -5.83291], [-3.58896, -3.43364, -6.92675], [-2.03587, -4.66913, -7.62585], [-2.38758, -6.12039, -5.75683], [-4.64475, -5.33397, -4.38987], [-5.20014, -2.90527, -5.64125], [-3.42781, -2.63836, -7.63947]], "atomic_forces_ev_per_a": [[-0.379, 0.967, -0.916], [-0.206, -0.994, 1.081], [-0.162, 0.328, 0.098], [0.555, 2.149, -2.125], [0.130, -0.897, 1.028], [0.188, -0.534, 0.159], [1.291, -0.628, -0.491], [-0.394, -0.593, -0.266], [0.355, -0.213, 0.726], [0.117, 0.483, 0.318], [-0.255, 0.472, -0.406], [0.081, 0.144, 0.086], [-0.701, -0.054, 0.237], [-0.618, -0.367, 0.474], [-0.004, -0.289, -0.025], [0.016, -1.290, 0.586], [0.008, 2.388, -1.303], [-2.169, -0.241, 1.253], [-0.003, -0.326, 0.023], [-0.120, -0.216, 0.990], [1.258, 0.706, -1.108], [-0.509, -0.132, -1.054], [0.564, 0.138, 0.391], [-0.262, -0.352, -0.031], [0.309, -0.581, -0.301], [0.223, -0.589, 0.295], [0.589, -0.073, -0.283], [-0.340, 0.087, 0.121], [0.327, 0.286, -0.071], [0.099, 0.206, 0.462], [1.426, -0.493, -0.773], [-0.084, -0.489, 0.329], [-1.675, 1.567, -0.282], [-0.586, -0.933, 1.164], [0.835, 1.954, 0.557], [-0.321, 0.061, -0.659], [0.303, -1.377, 1.174], [0.101, 0.079, -0.200], [-0.227, -0.192, -0.316], [-0.216, -0.153, -0.568], [0.303, 0.472, -0.086], [-0.340, -0.049, 0.501], [0.189, -0.192, -0.043], [-0.086, -0.023, -0.678], [0.411, -0.219, -0.112], [-2.333, -0.520, -0.649], [1.286, 0.111, 0.602], [-1.986, -0.141, -0.378], [2.575, 0.944, 0.488], [-0.644, -0.856, -1.900], [-0.763, 1.090, 0.207], [0.714, -0.564, 0.997], [0.595, -0.101, -0.134], [0.369, 0.258, 0.241], [-0.016, -0.157, 0.210], [-0.124, 0.062, -0.167], [-0.490, 0.097, 0.543], [-0.067, -0.270, -0.004], [0.343, 0.255, 0.151], [0.531, -0.220, -0.177], [0.543, -0.400, 0.204], [0.514, -0.978, -0.324], [-1.049, -0.407, 0.015], [0.784, -0.441, 1.105], [-2.744, -0.474, 0.116], [0.469, 0.376, 1.078], [1.106, 3.009, -0.096], [-0.275, -0.476, 0.107], [0.342, -0.347, 0.094], [-0.068, 0.660, -0.320], [-0.505, -0.186, -0.576], [0.285, 0.064, 0.338], [0.683, 0.041, -0.629], [-0.249, 0.374, -0.498], [0.034, -0.138, 0.093], [0.052, -0.196, -0.221], [0.071, -0.466, -0.494], [0.620, 0.578, 0.729], [0.464, 1.443, 0.508], [-1.155, 0.212, -1.557], [-0.510, -1.748, -1.113], [0.973, 0.143, 2.603], [0.264, 0.086, -0.012], [-0.385, -0.101, -0.567], [-0.226, -0.279, 0.087], [-0.160, 0.051, -0.365], [0.092, -0.412, -0.367], [-0.575, -1.191, -0.874], [0.324, 0.775, 0.794], [0.264, 2.357, 0.433], [-1.295, -1.570, -1.286], [0.820, -1.314, 0.635], [0.264, 0.193, 0.088], [0.406, 0.161, 0.353], [-0.078, 0.225, -0.210], [-0.094, 0.237, 0.122], [-0.040, 0.112, -0.035], [1.701, -3.006, 1.007], [0.277, -1.744, 0.296], [1.747, -0.679, -0.645], [-1.264, 2.835, -1.623], [-1.490, 2.090, 0.323], [-0.156, 0.456, 0.127], [-0.146, -0.049, 0.066], [0.211, 0.203, -0.007], [-0.205, -0.256, 0.322], [-0.648, 0.190, 0.195]], "smiles": "COP(=O)(OC)OC.O=S1(=O)CCCC1.O=S1(=O)CCCC1.O=S1(=O)CCCC1.O=S1(=O)CCCC1.c1cc[nH]c1.c1cc[nH]c1.c1cc[nH]c1", "total_charge": 0}



Record 2
{"formula": "C31H56NO9", "method": "the ωB97M-V functional and the def2-TZVPD basis", "elements": ["C", "C", "C", "C", "C", "C", "C", "O", "C", "C", "C", "C", "O", "O", "C", "C", "C", "C", "O", "C", "N", "H", "H", "H", "H", "H", "H", "H", "H", "H", "H", "H", "H", "H", "H", "H", "H", "H", "H", "H", "H", "H", "H", "H", "H", "H", "H", "C", "C", "O", "C", "H", "H", "H", "H", "H", "H", "C", "C", "O", "C", "H", "H", "H", "H", "H", "H", "C", "C", "O", "C", "H", "H", "H", "H", "H", "H", "C", "C", "O", "C", "H", "H", "H", "H", "H", "H", "C", "C", "O", "C", "H", "H", "H", "H", "H", "H"], "xyz": [[4.78618, 1.64658, -2.30034], [4.71644, 0.17930, -1.83822], [5.79638, -0.08178, -0.78448], [3.32067, -0.19660, -1.33131], [2.58029, -1.15971, -2.27651], [2.80438, -2.60077, -1.84368], [1.10992, -0.77528, -2.35517], [0.24389, -1.95954, -2.50838], [-1.04256, -1.64215, -2.40908], [-1.79036, -1.89329, -1.25544], [-3.12548, -1.53236, -1.23478], [-3.95110, -1.81191, -0.01649], [-4.53151, -2.83135, 0.08640], [-3.92821, -0.83906, 0.91499], [-3.74823, -0.91901, -2.34124], [-5.20225, -0.53327, -2.29075], [-5.61018, 0.70536, -3.09883], [-6.15897, 1.83222, -2.22788], [-7.03141, 1.40477, -1.19738], [-2.95944, -0.72610, -3.45613], [-1.65415, -1.08734, -3.46639], [3.80231, 2.08496, -2.42505], [5.27689, 1.72941, -3.26659], [5.32097, 2.27109, -1.59201], [4.99220, -0.42326, -2.70304], [6.77809, -0.05999, -1.24756], [5.78438, 0.70822, -0.03573], [5.64827, -1.03326, -0.27878], [2.73358, 0.70727, -1.19922], [3.40760, -0.65657, -0.35130], [3.01844, -1.01628, -3.26168], [2.38443, -2.76888, -0.85517], [3.86705, -2.81303, -1.83688], [2.34088, -3.31293, -2.52320], [0.95775, -0.12825, -3.21880], [0.81802, -0.21402, -1.46642], [-1.33626, -2.35741, -0.39831], [-4.80226, -0.43798, 1.02216], [-5.40752, -0.30670, -1.24744], [-5.81626, -1.39870, -2.51795], [-4.78214, 1.12083, -3.66396], [-6.35368, 0.43930, -3.84483], [-6.70517, 2.51681, -2.87471], [-5.35000, 2.40236, -1.77860], [-7.39129, 0.53548, -1.38867], [-3.35878, -0.29391, -4.35542], [-1.09150, -0.93806, -4.29639], [-0.99482, 1.29406, 0.77351], [0.16371, 0.54103, 1.39183], [1.30198, 0.91992, 1.25939], [-0.18327, -0.70191, 2.17736], [-0.62908, 2.17061, 0.24114], [-1.52641, 0.64248, 0.07510], [-1.68628, 1.61383, 1.55384], [-0.69561, -1.41951, 1.52975], [-0.84212, -0.44547, 3.00832], [0.71622, -1.16086, 2.57349], [-7.69758, -4.30158, 4.51824], [-6.37761, -3.62362, 4.24408], [-5.54329, -3.47953, 5.10581], [-6.13694, -3.13129, 2.83464], [-7.73963, -4.60552, 5.56106], [-8.52084, -3.61583, 4.31206], [-7.80500, -5.18282, 3.88394], [-6.89720, -2.39629, 2.56020], [-6.17776, -3.96382, 2.13234], [-5.15460, -2.67086, 2.78109], [1.20119, -3.93008, 6.36317], [0.69660, -3.39646, 5.04678], [1.23941, -2.47040, 4.48713], [-0.52128, -4.07132, 4.46083], [2.07436, -3.36231, 6.67472], [0.42508, -3.84120, 7.12464], [1.47503, -4.98102, 6.25998], [-1.36415, -3.98737, 5.14837], [-0.31426, -5.12766, 4.28418], [-0.78277, -3.59582, 3.51759], [2.13426, 6.23292, -3.11713], [2.51340, 4.97953, -3.86572], [2.33441, 3.88019, -3.39211], [3.13242, 5.16095, -5.22975], [1.70553, 5.96600, -2.15414], [3.01730, 6.85219, -2.95515], [1.40308, 6.80457, -3.69089], [4.05297, 5.74005, -5.14755], [2.44096, 5.69014, -5.88720], [3.36106, 4.18800, -5.65851], [5.31447, 2.69111, 2.61975], [6.18750, 3.60226, 1.78986], [5.99917, 3.74870, 0.60443], [7.30445, 4.31964, 2.50828], [4.55181, 2.23929, 1.98826], [5.91934, 1.90308, 3.07125], [4.82878, 3.26054, 3.41355], [7.98678, 3.59536, 2.95550], [6.89583, 4.95271, 3.29724], [7.85308, 4.93818, 1.80207]], "atomic_forces_ev_per_a": [[-0.065, -0.064, -0.255], [0.510, 0.418, 0.208], [-0.164, 0.188, -0.053], [0.032, -0.024, -0.271], [0.166, -0.123, 0.141], [-0.271, -0.072, -0.299], [0.494, 0.317, -0.065], [-0.528, 0.411, -0.036], [0.285, -0.535, 0.642], [-0.334, 0.243, -0.548], [0.518, 0.232, -0.160], [0.344, 0.347, 0.007], [-0.792, -1.080, -0.021], [0.222, 0.745, -0.347], [0.507, -0.111, -0.446], [0.399, 0.370, 0.277], [-0.194, -0.099, -0.087], [-0.312, 0.054, -0.363], [0.262, -0.099, 0.408], [-0.375, -0.140, 0.472], [-0.211, 0.070, 0.132], [-0.198, 0.047, -0.055], [0.207, 0.067, -0.074], [0.087, 0.081, 0.155], [-0.275, -0.343, -0.077], [0.198, -0.067, 0.000], [-0.068, 0.036, 0.170], [0.108, -0.177, -0.020], [-0.046, 0.214, 0.116], [-0.192, -0.099, 0.226], [-0.086, -0.115, -0.235], [0.090, -0.050, 0.205], [0.208, 0.000, 0.175], [-0.034, -0.050, -0.077], [-0.150, 0.090, -0.076], [-0.256, -0.276, 0.200], [0.286, -0.085, 0.012], [-0.102, -0.213, 0.432], [-0.138, -0.018, 0.167], [-0.045, -0.194, -0.191], [0.208, 0.060, -0.067], [-0.171, -0.125, -0.044], [0.030, 0.164, -0.120], [0.098, -0.047, 0.283], [-0.222, 0.065, -0.196], [0.120, 0.064, -0.240], [-0.018, 0.006, -0.035], [0.199, 0.173, -0.099], [-0.113, -0.047, 0.059], [0.037, -0.028, -0.093], [0.277, 0.123, -0.101], [0.040, -0.027, 0.018], [-0.128, 0.013, 0.114], [-0.114, -0.104, -0.041], [-0.125, 0.057, 0.101], [-0.107, -0.071, -0.052], [0.016, -0.026, 0.053], [0.115, 0.004, 0.177], [-0.010, 0.004, 0.041], [0.020, 0.000, -0.023], [0.100, 0.043, 0.172], [0.008, 0.005, 0.001], [-0.028, -0.054, -0.106], [-0.076, 0.057, -0.078], [-0.074, -0.101, -0.063], [-0.104, 0.036, -0.062], [0.031, -0.009, 0.017], [0.137, 0.168, -0.049], [0.024, 0.013, 0.036], [-0.030, -0.075, 0.003], [0.057, 0.157, -0.126], [-0.002, 0.003, -0.008], [-0.032, -0.123, -0.008], [-0.106, -0.042, 0.057], [0.004, -0.116, 0.033], [-0.064, -0.039, 0.101], [0.005, 0.004, 0.002], [-0.065, -0.167, 0.136], [0.055, 0.020, 0.030], [-0.132, -0.047, -0.054], [-0.013, -0.226, 0.030], [0.012, -0.007, 0.000], [-0.027, 0.077, -0.088], [0.091, 0.087, -0.043], [-0.051, 0.104, -0.039], [0.065, 0.115, 0.011], [0.003, 0.001, 0.010], [-0.080, -0.024, -0.217], [-0.023, -0.024, 0.019], [0.007, -0.016, -0.044], [0.012, 0.067, -0.209], [0.002, 0.015, 0.005], [0.002, 0.055, 0.115], [0.078, -0.044, 0.090], [-0.047, 0.015, 0.116], [0.031, -0.081, 0.092], [-0.007, -0.005, -0.005]], "total_charge": 1}



Orbital gap, respectively: 8.32 6.71 eV.
DFT total energy, respectively: -114721.86108 -52965.91830 eV.
HOMO, respectively: -7.98 -10.84 eV.